{
  "formula": "C33H31IrN6O4",
  "method": "the ωB97M-V functional and the def2-TZVPD basis",
  "spin_multiplicity": 2,
  "s_squared": 0.817,
  "e_above_lowest_kj_mol": 154.9,
  "total_charge": 3,
  "lumo_energy_ha": [-0.350, -0.398],
  "elements": ["Ir", "C", "O", "C", "C", "C", "C", "C", "C", "N", "N", "C", "C", "O", "C", "C", "C", "C", "C", "C", "C", "C", "H", "H", "H", "H", "H", "H", "H", "H", "H", "H", "H", "H", "H", "O", "C", "C", "C", "C", "N", "C", "C", "C", "C", "C", "C", "O", "C", "C", "N", "H", "H", "H", "H", "H", "H", "H", "H", "H", "H", "H", "H", "C", "N", "C", "C", "N", "C", "H", "H", "H", "H", "H", "H"],
  "coordinates": [[0.30, 0.50, -0.09], [1.94, -2.42, -2.33], [1.28, -1.92, -1.15], [0.55, -2.77, -0.41], [0.33, -4.10, -0.77], [-0.31, -4.95, 0.10], [-0.73, -4.52, 1.37], [-0.52, -3.22, 1.74], [0.08, -2.30, 0.85], [0.31, -0.99, 1.23], [0.37, -0.81, 2.52], [0.87, 0.24, 3.12], [1.69, 1.25, 2.40], [1.71, 1.31, 1.14], [2.53, 2.10, 3.16], [2.46, 2.09, 4.51], [1.59, 1.23, 5.26], [1.54, 1.29, 6.65], [0.70, 0.45, 7.36], [-0.10, -0.46, 6.68], [-0.07, -0.53, 5.29], [0.78, 0.30, 4.57], [1.20, -2.74, -3.06], [2.61, -3.24, -2.06], [2.52, -1.59, -2.71], [0.68, -4.47, -1.72], [-0.48, -5.98, -0.19], [-1.23, -5.20, 2.04], [-0.84, -2.87, 2.71], [3.18, 2.77, 2.62], [3.09, 2.78, 5.08], [2.17, 2.00, 7.17], [0.67, 0.50, 8.44], [-0.76, -1.12, 7.23], [-0.69, -1.24, 4.77], [-2.88, -0.70, -6.04], [-3.53, -1.10, -4.86], [-2.64, -0.77, -3.70], [-3.01, -1.07, -2.40], [-2.17, -0.74, -1.36], [-0.99, -0.12, -1.56], [-0.61, 0.16, -2.83], [-1.41, -0.14, -3.90], [0.73, 0.80, -2.96], [1.34, 1.06, -4.16], [2.64, 1.59, -4.17], [3.32, 1.81, -5.49], [3.11, 0.62, -6.22], [3.27, 1.84, -2.95], [2.60, 1.58, -1.78], [1.36, 1.06, -1.78], [-3.44, -0.89, -6.80], [-3.74, -2.18, -4.84], [-4.49, -0.58, -4.72], [-3.94, -1.57, -2.18], [-2.42, -0.96, -0.33], [-1.11, 0.10, -4.91], [0.86, 0.84, -5.10], [4.38, 2.04, -5.34], [2.85, 2.68, -5.98], [3.53, 0.70, -7.09], [4.28, 2.24, -2.91], [3.04, 1.76, -0.81], [-3.14, 3.91, 2.33], [-2.55, 2.62, 1.97], [-2.98, 1.39, 2.38], [-2.15, 0.47, 1.83], [-1.20, 1.15, 1.09], [-1.48, 2.44, 1.19], [-4.12, 3.73, 2.76], [-3.25, 4.52, 1.44], [-2.51, 4.42, 3.06], [-3.84, 1.27, 3.02], [-2.17, -0.61, 1.92], [-0.94, 3.24, 0.71]],
  "mulliken_spin": [0.070, -0.008, 0.042, 0.130, -0.056, 0.111, 0.001, 0.039, 0.077, 0.275, -0.127, 0.107, 0.046, 0.062, 0.001, 0.021, 0.011, 0.015, 0.064, -0.037, 0.111, 0.016, 0.002, 0.004, -0.001, 0.000, 0.003, 0.002, -0.007, 0.000, -0.001, 0.002, 0.001, 0.000, 0.016, 0.000, -0.001, 0.003, -0.002, 0.007, 0.000, 0.012, 0.001, -0.009, -0.001, -0.001, 0.000, 0.000, 0.000, 0.001, -0.005, 0.000, 0.000, 0.000, 0.000, 0.000, 0.000, 0.000, 0.000, 0.000, 0.000, 0.000, -0.001, 0.000, 0.000, -0.005, 0.005, 0.008, -0.001, 0.000, 0.000, 0.000, 0.000, -0.002, 0.000]
}

{
  "formula": "C33H31N5O3RhS4",
  "method": "the ωB97M-V functional and the def2-TZVPD basis",
  "spin_multiplicity": 5,
  "s_squared": 6.036,
  "e_above_lowest_kj_mol": 231.9,
  "total_charge": 1,
  "lumo_energy_ha": [-0.113, -0.240],
  "elements": ["Rh", "C", "S", "C", "S", "N", "N", "C", "C", "C", "C", "C", "C", "N", "H", "H", "H", "H", "H", "H", "H", "H", "S", "C", "N", "C", "C", "N", "C", "C", "C", "C", "C", "C", "C", "C", "S", "C", "C", "C", "C", "C", "C", "C", "H", "H", "H", "H", "H", "H", "H", "H", "H", "H", "H", "H", "H", "H", "H", "H", "H", "H", "O", "C", "C", "C", "C", "C", "C", "C", "O", "O", "H", "H", "H", "H", "H"],
  "coordinates": [[-0.55, 0.19, -1.51], [2.30, 2.38, 2.02], [1.89, 3.46, 0.65], [0.94, 2.54, -0.34], [0.47, 0.74, 0.25], [0.32, 3.08, -1.24], [-0.41, 2.14, -2.01], [-0.81, 2.46, -3.24], [-1.34, 1.41, -4.07], [-1.67, 1.52, -5.40], [-2.08, 0.39, -6.06], [-2.45, -0.80, -5.46], [-2.20, -0.81, -4.12], [-1.49, 0.16, -3.51], [2.79, 3.07, 2.63], [2.77, 1.51, 1.55], [1.39, 2.12, 2.53], [-0.81, 3.54, -3.72], [-1.83, 2.41, -5.86], [-2.24, 0.57, -7.06], [-2.91, -1.66, -5.92], [-2.56, -1.55, -3.36], [-1.01, -1.93, -0.74], [-1.78, -1.53, 0.78], [-1.76, -2.35, 1.92], [-2.82, -2.24, 2.82], [-3.18, -0.80, 3.16], [-3.40, -0.08, 1.90], [-3.83, 1.36, 2.02], [-2.88, 2.51, 2.25], [-1.75, 2.47, 3.07], [-0.96, 3.62, 3.20], [-1.17, 4.74, 2.39], [-2.23, 4.79, 1.48], [-3.08, 3.68, 1.49], [-2.54, -0.38, 0.86], [-2.43, 0.80, -0.33], [-0.96, -3.68, 1.96], [0.09, -3.42, 2.98], [1.22, -2.69, 2.69], [2.23, -2.65, 3.62], [2.10, -3.26, 4.87], [0.91, -3.88, 5.20], [-0.06, -3.98, 4.22], [-2.61, -2.71, 3.77], [-3.68, -2.73, 2.29], [-2.38, -0.27, 3.71], [-4.05, -0.76, 3.77], [-4.54, 1.33, 2.83], [-4.45, 1.58, 1.13], [-1.50, 1.63, 3.74], [-0.17, 3.68, 4.00], [-0.47, 5.53, 2.52], [-2.39, 5.67, 0.84], [-4.02, 3.60, 0.96], [-0.69, -3.63, 0.92], [-1.59, -4.56, 2.23], [1.29, -2.29, 1.65], [3.17, -2.12, 3.34], [3.00, -3.24, 5.50], [0.72, -4.30, 6.18], [-1.01, -4.52, 4.47], [4.60, 1.42, -2.78], [4.66, 0.12, -3.33], [5.70, -0.31, -4.14], [5.75, -1.57, -4.72], [4.75, -2.45, -4.32], [3.63, -2.05, -3.58], [3.58, -0.76, -3.06], [2.46, -0.32, -2.19], [2.79, -0.01, -0.97], [1.27, -0.22, -2.65], [5.43, 1.84, -2.96], [6.44, 0.47, -4.21], [6.59, -1.78, -5.36], [4.64, -3.43, -4.74], [2.84, -2.79, -3.40]],
  "mulliken_spin": [0.293, 0.008, 0.020, 0.066, 0.590, -0.017, 0.255, 0.289, 0.074, 0.083, 0.020, 0.119, -0.014, 0.166, -0.001, -0.003, -0.002, 0.007, 0.002, 0.004, 0.011, -0.006, 0.640, 0.274, 0.347, -0.004, 0.028, 0.099, -0.025, 0.010, 0.010, -0.002, 0.003, -0.001, 0.007, 0.116, 0.192, -0.010, -0.005, 0.008, 0.001, 0.003, 0.002, 0.009, 0.004, 0.019, 0.005, -0.003, -0.006, 0.008, 0.000, 0.000, 0.001, 0.000, 0.000, 0.005, 0.005, -0.009, 0.000, 0.000, 0.000, 0.001, 0.000, 0.001, -0.001, 0.001, 0.001, -0.001, 0.018, 0.018, 0.256, 0.008, 0.000, 0.000, 0.000, 0.001, 0.000]
}

{
  "formula": "C33H31N9OPtS2",
  "method": "the ωB97M-V functional and the def2-TZVPD basis",
  "e_above_lowest_kj_mol": 0.0,
  "total_charge": 2,
  "lumo_energy_ha": -0.266,
  "elements": ["Pt", "S", "C", "C", "C", "C", "C", "C", "N", "C", "C", "C", "C", "C", "C", "C", "H", "H", "H", "H", "H", "H", "H", "H", "C", "C", "N", "C", "C", "C", "S", "N", "C", "O", "C", "C", "C", "C", "C", "C", "H", "H", "H", "H", "H", "H", "H", "H", "H", "H", "H", "H", "H", "H", "H", "N", "C", "N", "C", "N", "N", "C", "N", "C", "C", "C", "C", "C", "N", "H", "H", "H", "H", "H", "H", "H", "H"],
  "coordinates": [[0.38, -0.90, 0.21], [2.04, -0.86, 4.64], [0.33, -0.85, 4.94], [-0.34, -0.84, 6.16], [-1.72, -0.84, 6.15], [-2.42, -0.84, 4.94], [-1.76, -0.84, 3.73], [-0.37, -0.85, 3.72], [0.46, -0.86, 2.62], [1.73, -0.86, 2.93], [2.76, -0.86, 1.92], [4.12, -0.77, 2.25], [5.07, -0.76, 1.25], [4.68, -0.84, -0.08], [3.33, -0.95, -0.41], [2.37, -0.95, 0.59], [0.21, -0.85, 7.09], [-2.26, -0.83, 7.08], [-3.50, -0.84, 4.96], [-2.31, -0.84, 2.80], [4.41, -0.72, 3.29], [6.12, -0.69, 1.51], [5.42, -0.82, -0.87], [3.06, -1.05, -1.45], [-1.00, 2.90, -4.82], [0.42, 2.36, -4.70], [0.41, 1.00, -4.13], [0.46, -0.11, -5.07], [1.89, -0.64, -5.25], [0.32, 0.83, -2.82], [0.00, -0.81, -2.29], [0.35, 1.90, -2.05], [0.43, 2.05, -0.75], [0.55, 1.15, 0.14], [0.37, 3.44, -0.25], [0.38, 3.67, 1.13], [0.31, 4.97, 1.61], [0.24, 6.03, 0.73], [0.25, 5.81, -0.64], [0.31, 4.52, -1.13], [-0.98, 3.89, -5.28], [-1.47, 2.98, -3.84], [-1.61, 2.24, -5.45], [1.01, 3.00, -4.05], [0.89, 2.31, -5.68], [0.08, 0.24, -6.03], [-0.19, -0.92, -4.72], [2.54, 0.14, -5.63], [1.89, -1.46, -5.96], [2.29, -1.01, -4.30], [0.45, 2.84, 1.81], [0.31, 5.14, 2.68], [0.17, 7.04, 1.11], [0.20, 6.65, -1.32], [0.32, 4.33, -2.20], [-2.41, 1.21, 0.58], [-2.75, -0.08, 0.47], [-4.03, -0.39, 0.46], [-4.35, -1.69, 0.37], [-5.64, -2.01, 0.33], [-3.43, -2.66, 0.35], [-2.17, -2.31, 0.35], [-1.77, -1.01, 0.37], [-1.13, -3.32, 0.36], [-1.44, -4.68, 0.40], [-0.42, -5.60, 0.42], [0.90, -5.16, 0.39], [1.14, -3.80, 0.34], [0.16, -2.90, 0.33], [-3.14, 1.89, 0.69], [-1.45, 1.47, 0.72], [-6.33, -1.28, 0.36], [-5.91, -2.97, 0.29], [-2.48, -4.95, 0.43], [-0.63, -6.66, 0.46], [1.72, -5.85, 0.40], [2.16, -3.43, 0.31]],
  "lowdin_charge": [1.320, 1.191, -0.440, -0.061, -0.052, -0.052, -0.009, -0.281, 0.047, -0.507, -0.246, -0.018, -0.042, -0.041, -0.096, -0.271, 0.122, 0.119, 0.116, 0.085, 0.105, 0.121, 0.119, 0.090, -0.054, -0.179, -0.107, -0.233, -0.057, -0.642, 0.819, 0.137, -0.401, -0.196, -0.145, -0.022, -0.054, -0.046, -0.048, -0.005, 0.087, 0.071, 0.081, 0.109, 0.129, 0.131, 0.076, 0.086, 0.089, 0.056, 0.112, 0.114, 0.117, 0.116, 0.101, 0.230, -0.450, 0.198, -0.412, 0.215, 0.204, -0.291, -0.007, -0.169, 0.044, 0.011, 0.010, -0.061, -0.065, 0.134, 0.070, 0.130, 0.128, 0.129, 0.133, 0.130, 0.122]
}